# 1
The following is a quantum chemistry calculation of an isolated molecule of C4H4N2O2, from OMol25.

```
12
Properties=species:S:1:pos:R:3:forces:R:3
C -0.904867 0.763938 0.263443 -2.0 1.3 -3.6
C 0.188786 -0.269517 0.173792 1.3 1.5 -1.5
C 1.535658 -1.975416 0.101909 -2.9 -1.9 -3.1
C 1.943943 -1.098981 1.021880 5.6 0.0 1.2
H -2.888837 1.845833 -1.703971 -1.4 1.0 -0.7
H -1.109276 1.044227 1.540937 0.2 -0.3 -4.5
H 1.324294 -3.048966 -0.379968 2.5 1.9 2.0
H 3.042236 -1.013101 1.334383 -2.1 -0.2 0.5
N -1.484106 1.204751 -1.063067 3.3 -2.2 8.6
N 0.506805 -1.320616 -0.544411 -3.9 1.3 0.9
O -2.513847 2.130855 -0.875645 0.9 -1.1 -0.2
O 1.250292 0.052009 1.012498 -1.5 -1.3 0.4
```
Positions in Å, forces in eV/Å.

Calculated values
HOMO (eV): -8.89
Energy relative to the best compared isomer or geometry (same formula, charge and spin) (kJ/mol): 698.21
Frontier orbital gap (eV): 8.44
Lowest unoccupied orbital energy (Ha): -0.01630
DFT total energy (eV): -11281.3032
Structure (SMILES): O/N=C/c1ncco1

Atomic partial charges in e from the Löwdin method, atoms 1 to 5: atom 1 (C): 0.034, atom 2 (C): -0.358, atom 3 (C): -0.124, atom 4 (C): -0.173, atom 5 (H): 0.074

---

# 2
The following is a quantum chemistry calculation of an isolated molecule of C5H8, from OMol25.

```
13
Properties=species:S:1:pos:R:3:forces:R:3
C -1.255422 0.349230 0.499305 -0.4 0.1 -1.5
C -2.424978 0.113909 -0.152682 0.9 2.2 0.3
C -0.011543 -0.437362 0.139136 -0.7 -2.3 1.4
C 1.203869 0.230582 -0.420806 1.8 -1.8 1.9
C 2.443512 -0.175337 -0.054050 0.0 0.2 1.0
H -1.047012 1.132836 1.260123 -0.8 -0.6 -0.4
H -3.306184 0.785307 -0.015191 0.7 -0.9 0.2
H -2.411387 -0.440092 -1.094812 -0.1 -0.4 0.6
H -0.265644 -1.274265 -0.562300 -0.2 0.7 0.4
H 0.184774 -0.991491 1.149772 0.4 0.9 -1.8
H 1.100664 0.919653 -1.206582 -0.3 1.2 -0.7
H 3.359927 0.403136 -0.285602 -0.7 -0.6 -0.5
H 2.652236 -1.021212 0.689175 -0.7 1.4 -1.0
```
Positions in Å, forces in eV/Å.

Calculated values
HOMO (eV): -9.49
Energy relative to the best compared isomer or geometry (same formula, charge and spin) (kJ/mol): 154.01
Frontier orbital gap (eV): 10.72
Lowest unoccupied orbital energy (Ha): 0.04534
DFT total energy (eV): -5312.5707
Structure (SMILES): C=CCC=C

Atomic partial charges in e from the Löwdin method, atoms 1 to 5: atom 1 (C): -0.195, atom 2 (C): -0.016, atom 3 (C): -0.266, atom 4 (C): -0.190, atom 5 (C): -0.018

---

# 3
The following is a quantum chemistry calculation of a cluster of 6 separate species, C27H40INO20S in total, from OMol25.

```
90
Properties=species:S:1:pos:R:3:forces:R:3
C 0.880697 5.220747 1.488752 0.0 -0.9 0.0
C 0.855015 3.879982 1.307406 -0.7 0.6 -0.4
C 1.101540 3.225599 -0.061127 -0.4 0.4 0.9
C 2.477085 2.522822 0.157851 0.3 0.2 -0.5
C 3.331595 2.333406 -1.094728 0.3 -0.7 -0.2
C 2.965608 1.107305 -1.940636 0.1 -0.1 0.5
I 5.413395 2.011870 -0.453962 -0.3 0.2 0.1
O 1.328182 4.351647 -0.955493 0.0 -0.3 -0.4
S 0.781438 4.136230 -2.417254 0.2 0.5 -0.9
O 1.784393 3.761780 -3.368371 -0.1 0.0 0.6
O -0.003665 5.277099 -2.767125 -0.1 -0.5 0.4
O -0.051653 2.834020 -2.101046 -0.2 0.1 0.1
C -0.136088 2.467510 -0.673854 0.2 0.6 -0.9
C -0.167841 0.947155 -0.727740 -0.7 -0.5 0.5
C 0.153403 0.175420 0.569042 0.6 0.2 -0.4
N -1.350565 3.133407 -0.175272 -0.2 -0.4 0.1
C -2.002099 2.407308 0.937660 0.2 -0.3 -0.1
C -2.370001 3.308313 -1.205946 -0.3 -0.1 -0.7
C -2.762332 4.731774 -1.478255 -0.2 0.0 0.5
O -2.915953 2.381062 -1.750147 0.3 0.2 0.3
H 0.398034 5.890193 0.782779 1.2 0.1 -0.6
H 1.420304 5.654095 2.325701 -1.2 -0.1 0.7
H 0.607841 3.188431 2.106261 1.5 -0.1 0.4
H 2.404000 1.567298 0.670985 -0.3 0.0 0.1
H 3.023125 3.180891 0.833716 -0.1 0.0 0.0
H 3.408598 3.223037 -1.705599 0.0 0.1 0.1
H 3.851611 0.614955 -2.332530 -0.1 0.2 -0.4
H 2.497657 0.369114 -1.285260 0.0 0.0 -0.1
H 2.276862 1.372225 -2.740102 0.0 0.0 -0.1
H -1.196298 0.702611 -1.003134 0.0 0.1 -0.2
H 0.433588 0.586653 -1.555905 0.2 0.2 0.1
H 1.091745 -0.371189 0.439207 -0.1 -0.1 0.1
H 0.321045 0.832043 1.418938 -0.2 -0.1 0.2
H -0.629167 -0.544944 0.784924 0.0 0.1 0.2
H -2.783417 3.033699 1.362236 0.1 0.1 0.1
H -1.277175 2.148529 1.704598 -0.1 0.3 0.1
H -2.447931 1.466267 0.603478 -0.1 0.0 0.0
H -3.583593 4.954523 -0.785990 0.0 0.0 0.0
H -3.142511 4.837081 -2.489330 0.1 0.0 -0.1
H -1.967587 5.432589 -1.244740 0.1 -0.1 -0.2
C -3.673742 -3.812412 0.917962 0.0 0.2 -0.1
C -3.586374 -2.863092 -0.256959 0.0 -0.2 -0.1
O -3.558696 -1.580737 0.385666 0.0 -0.1 0.0
C -3.097186 -1.752724 1.646522 0.0 0.0 0.0
O -2.797731 -0.857263 2.370149 0.1 0.1 0.1
O -3.015078 -3.063008 1.955825 -0.1 0.0 -0.1
H -3.171029 -4.752730 0.743405 0.2 0.0 0.2
H -4.698272 -4.012537 1.222772 0.0 0.0 0.1
H -2.666736 -2.991889 -0.830067 0.0 0.0 0.0
H -4.433655 -2.940794 -0.930868 0.0 0.2 0.0
C 5.074870 -0.166723 3.908360 0.1 -0.1 0.1
C 4.093282 -1.302486 3.706156 0.1 -0.1 0.0
O 2.833782 -0.640897 3.868306 0.0 -0.1 0.0
C 3.013250 0.670259 3.594148 -0.1 0.1 0.0
O 2.128850 1.457644 3.475180 -0.2 0.1 -0.1
O 4.317082 0.968772 3.468801 0.1 -0.1 0.0
H 5.981820 -0.265136 3.318806 0.0 0.1 -0.1
H 5.345213 -0.024178 4.952896 0.0 0.0 0.0
H 4.141732 -1.728629 2.701972 0.0 0.0 0.0
H 4.200265 -2.099438 4.436841 -0.1 0.0 0.1
C 9.440092 2.461332 2.767404 0.1 0.0 -0.1
C 8.186606 3.196528 2.338982 0.1 0.1 -0.1
O 7.181632 2.578640 3.148470 0.1 0.0 0.0
C 7.782673 2.054619 4.240941 0.0 0.1 0.0
O 7.209174 1.613971 5.182842 0.0 0.0 0.1
O 9.129712 2.090964 4.113688 0.0 0.0 0.0
H 10.333953 3.078193 2.737048 0.0 0.0 0.2
H 9.612471 1.554722 2.184432 0.0 0.0 0.0
H 8.226476 4.260642 2.576321 0.0 0.0 0.0
H 7.962032 3.074920 1.283317 -0.2 -0.1 0.0
C -6.028617 -2.224307 -5.393150 -0.1 0.0 0.0
C -6.355239 -1.982087 -3.934091 -0.2 0.1 0.0
O -5.410950 -2.828643 -3.265607 0.0 0.0 -0.2
C -4.358833 -3.024969 -4.102383 0.0 0.1 0.0
O -3.332971 -3.533602 -3.789591 0.0 -0.1 0.1
O -4.640008 -2.559785 -5.339424 0.0 0.0 0.0
H -6.185580 -1.351830 -6.021033 0.2 0.0 0.0
H -6.578771 -3.069716 -5.810331 0.0 0.0 0.0
H -6.178301 -0.950088 -3.628366 0.1 0.0 0.0
H -7.371018 -2.263468 -3.669987 0.1 -0.1 0.1
C -4.805342 -7.556843 -2.076295 0.0 -0.1 -0.1
C -5.157484 -8.819786 -1.314189 0.0 -0.1 -0.1
O -4.741608 -8.497354 0.017337 0.0 0.0 -0.1
C -4.735661 -7.152451 0.144760 0.0 0.0 0.0
O -4.592919 -6.561131 1.164236 -0.1 -0.3 0.1
O -4.908781 -6.555376 -1.059041 0.0 0.0 0.0
H -5.487076 -7.341200 -2.894205 -0.1 0.1 0.1
H -3.782941 -7.566541 -2.456475 0.0 0.0 0.0
H -6.230208 -9.019393 -1.307550 0.0 0.0 0.0
H -4.633043 -9.700521 -1.673921 0.1 0.0 0.2
```
Positions in Å, forces in eV/Å.

Calculated values
HOMO (eV): -8.61
Frontier orbital gap (eV): 8.84
Lowest unoccupied orbital energy (Ha): 0.00843
DFT total energy (eV): -90021.4579
Structure (SMILES): C=C[C@]1(C[C@H](C)I)OS(=O)(=O)O[C@]1(CC)N(C)C(C)=O.O=C1OCCO1.O=C1OCCO1.O=C1OCCO1.O=C1OCCO1.O=C1OCCO1

Atomic partial charges in e from the Löwdin method, atoms 1 to 5: atom 1 (C): 0.056, atom 2 (C): -0.090, atom 3 (C): -0.309, atom 4 (C): -0.178, atom 5 (C): -0.680

---

# 4
The following is a quantum chemistry calculation of an isolated molecule of C5H10O2, from OMol25.

```
17
Properties=species:S:1:pos:R:3:forces:R:3
C 2.538609 -0.082503 0.506848 0.2 0.0 0.1
O 1.547339 -0.060638 -0.489759 0.0 0.0 -0.1
C 0.342210 -0.694260 -0.116853 -0.2 -0.1 0.1
C -0.831135 0.174207 -0.579203 0.0 0.0 0.0
C -2.179458 -0.499585 -0.374636 0.0 0.0 0.0
C -0.753813 1.509016 0.134440 -0.2 0.1 0.1
O -1.678904 2.020466 0.720922 0.4 -0.2 -0.2
H 2.181785 0.397127 1.430767 0.1 -0.1 -0.1
H 3.393194 0.478799 0.121879 -0.1 -0.1 0.1
H 2.861046 -1.105047 0.746833 0.0 0.1 0.0
H 0.293057 -0.830461 0.976028 0.0 0.0 -0.2
H 0.279517 -1.692362 -0.576472 0.0 0.2 0.1
H -0.658821 0.380275 -1.646606 0.0 0.0 0.1
H -2.988273 0.175359 -0.662965 0.1 -0.1 0.0
H -2.253677 -1.415361 -0.969463 0.0 0.1 0.1
H -2.332600 -0.756211 0.679201 0.0 0.0 -0.1
H 0.239926 2.001178 0.099040 -0.1 0.0 0.0
```
Positions in Å, forces in eV/Å.

Calculated values
HOMO (eV): -9.56
Energy relative to the best compared isomer or geometry (same formula, charge and spin) (kJ/mol): 176.26
Frontier orbital gap (eV): 10.43
Lowest unoccupied orbital energy (Ha): 0.03206
DFT total energy (eV): -9441.2162
Structure (SMILES): COC[C@@H](C)C=O

Atomic partial charges in e from the Löwdin method, atoms 1 to 5: atom 1 (C): -0.115, atom 2 (O): -0.200, atom 3 (C): -0.215, atom 4 (C): -0.320, atom 5 (C): -0.065

---

# 5
The following is a quantum chemistry calculation of a cluster of 2 separate species, C4H14N4 in total, from OMol25.

```
22
Properties=species:S:1:pos:R:3:forces:R:3
C 0.340521 0.207446 -1.392901 1.5 3.6 4.0
C 1.076474 0.960067 -2.466820 0.1 -1.6 -2.3
C 1.187411 1.530301 0.342596 0.4 3.0 -0.4
C -0.812875 -0.615622 3.070154 1.5 1.2 -1.1
N -0.472522 -0.803642 -1.875741 0.2 0.3 -1.9
N 0.330809 0.517011 -0.089129 -0.5 -3.2 -4.0
N -1.157467 -1.566207 -1.228367 -0.3 -1.3 -0.2
N -1.225984 -1.177104 1.673485 2.9 3.0 -0.5
H 0.972254 2.015980 -2.390064 -0.5 0.9 0.1
H 0.785839 0.633457 -3.559118 0.2 0.7 2.0
H 2.159712 0.806415 -2.493552 0.0 -0.3 0.5
H 1.625113 1.422508 1.336299 -0.6 -0.2 0.1
H 0.522592 2.469669 0.286492 0.9 -0.9 0.6
H 2.009707 1.783341 -0.341910 -0.2 -0.3 0.1
H -0.179584 0.277612 2.758646 -0.9 -1.0 1.0
H -1.579452 -0.322667 3.762727 -0.8 0.0 -0.3
H -0.160898 -1.328387 3.610846 -0.4 0.1 -0.8
H -0.360540 -0.759949 -2.930944 -0.5 -1.0 0.8
H -1.032605 -2.133943 1.672174 -0.2 -2.1 -0.2
H -1.522362 -2.302310 -1.861716 -0.4 0.3 0.2
H -2.052071 -0.933483 1.127375 -0.6 -0.1 1.1
H -0.454071 -0.680493 0.989467 -1.7 -1.2 1.5
```
Positions in Å, forces in eV/Å.

Calculated values
HOMO (spin up / spin down) (eV): -19.19 / -19.19
Charge: +2
Energy relative to the best compared isomer or geometry (same formula, charge and spin) (kJ/mol): 452.04
Frontier orbital gap (spin up / spin down) (eV): 8.20 / 8.20
Lowest unoccupied orbital energy (spin up / spin down) (Ha): -0.40390 / -0.40388
DFT total energy (eV): -10315.1222

Atomic partial charges in e from the Löwdin method, atoms 1 to 5: atom 1 (C): -0.263, atom 2 (C): 0.012, atom 3 (C): -0.079, atom 4 (C): 0.024, atom 5 (N): 0.063

---

# 6
The following is a quantum chemistry calculation of a cluster of 2 separate species, C4H6O4S in total, from OMol25.

```
15
Properties=species:S:1:pos:R:3:forces:R:3
C -1.614563 1.963426 2.489898 -1.0 -0.8 -1.2
C 0.206053 0.294512 -1.134781 1.3 -1.7 0.6
C -0.773155 0.994601 2.889478 -0.3 1.2 0.2
C -0.326840 -0.631181 -2.157781 -0.7 -1.2 -2.8
O -2.434274 2.694756 2.053224 2.0 -1.2 1.2
O 0.272850 1.459846 -1.049579 -0.5 1.3 -0.1
O 0.408607 -1.979632 0.250211 0.0 -0.3 0.5
O 2.331712 -0.996633 -1.127436 -1.5 1.3 0.2
S 1.225893 -0.770873 0.151115 0.4 -0.2 -1.4
H -0.151263 1.244612 3.768832 -0.4 -0.3 -0.7
H -0.667431 0.020759 2.365789 -0.3 1.1 0.4
H 2.991618 -1.660426 -1.006464 0.7 -0.9 0.7
H 0.345290 -0.503279 -3.131668 -1.2 -0.5 2.2
H -1.351449 -0.407527 -2.507185 0.4 0.6 0.3
H -0.463048 -1.722962 -1.853653 1.0 1.6 -0.2
```
Positions in Å, forces in eV/Å.

Calculated values
HOMO (eV): -9.17
Energy relative to the best compared isomer or geometry (same formula, charge and spin) (kJ/mol): 73.71
Frontier orbital gap (eV): 9.44
Lowest unoccupied orbital energy (Ha): 0.01002
DFT total energy (eV): -23267.5071

Atomic partial charges in e from the Löwdin method, atoms 1 to 5: atom 1 (C): -0.243, atom 2 (C): -0.536, atom 3 (C): -0.008, atom 4 (C): -0.071, atom 5 (O): 0.144